# 1
C5H8N2O in the gas phase at a distorted geometry. Source: the OMol25 dataset; level of theory: ωB97M-V/def2-TZVPD.

ORCA input file:
```
! RIJCOSX wB97M-V def2-TZVPD def2/J DEFGRID3
* xyz 0 1
C -2.34 -0.11 -0.23
C -0.81 -0.04 -0.11
C 0.03 0.02 -1.30
C 1.44 0.10 -0.67
C -0.06 0.09 1.18
H -2.87 0.74 0.22
H -2.60 -1.10 0.13
H -2.75 -0.05 -1.32
H -0.35 -0.24 -2.22
H 2.97 -0.22 -1.99
H 2.62 -0.10 1.30
H -0.90 0.68 1.94
H -0.07 -0.92 1.65
N 2.63 -0.13 -0.99
N 1.05 0.62 0.65
O 2.00 0.67 1.75
*
```

Output
Frontier orbital gap in eV: 9.8
Electronic energy in eV: -10337.6053
Relative energy (zero: lowest compared OMol25 entry of this formula, charge and spin) in kcal/mol: 118.1
HOMO in eV: -9.10

Here are the Mulliken charges for atoms 1 to 6, given in e: C -1.185; C 0.397; C -0.700; C 0.333; C -0.114; H 0.324


# 2
C5H8N2O in the gas phase at a distorted geometry. Source: the OMol25 dataset; level of theory: ωB97M-V/def2-TZVPD.

ORCA input file:
```
! RIJCOSX wB97M-V def2-TZVPD def2/J DEFGRID3
* xyz 0 1
C -0.86 0.80 0.80
C 0.37 -0.01 0.43
C 0.61 -0.15 -1.02
C -1.92 0.14 1.68
C 1.58 -1.16 -1.61
N -0.81 1.92 0.26
N 1.28 0.89 -0.31
O 0.29 2.19 -0.38
H 0.75 -0.78 1.20
H -0.14 0.09 -1.72
H -2.84 0.65 1.82
H -1.38 0.23 2.57
H -2.26 -0.76 1.33
H 0.98 -1.87 -2.19
H 2.13 -1.50 -0.63
H 2.22 -0.68 -2.23
*
```

Output
Frontier orbital gap in eV: 10.0
Electronic energy in eV: -10337.3274
Relative energy (zero: lowest compared OMol25 entry of this formula, charge and spin) in kcal/mol: 124.5
HOMO in eV: -9.11

Here are the Mulliken charges for atoms 1 to 6, given in e: C 0.565; C 0.193; C 0.219; C -1.366; C -1.317; N -0.414


# 3
C5H8N2O as an isolated structure at a distorted geometry. Source: the OMol25 dataset; level of theory: ωB97M-V/def2-TZVPD.

ORCA input file:
```
! RIJCOSX wB97M-V def2-TZVPD def2/J DEFGRID3
* xyz 0 1
C 0.89 -0.84 -1.68
C 0.16 0.74 0.98
C -1.11 1.11 0.42
C -0.94 -0.17 -0.30
C -0.16 -0.71 1.01
H -0.05 -1.32 -2.25
H 1.88 0.31 0.03
H 0.47 1.32 1.96
H -1.89 1.11 1.12
H -1.29 2.02 -0.20
H -1.57 -0.95 -0.71
H 0.83 -1.34 0.87
H -0.72 -1.15 1.83
N 0.30 0.21 -1.18
N 1.10 0.87 -0.12
O 2.09 -1.20 -1.77
*
```

Output
Frontier orbital gap in eV: 10.0
Electronic energy in eV: -10338.5494
Relative energy (zero: lowest compared OMol25 entry of this formula, charge and spin) in kcal/mol: 96.3
HOMO in eV: -9.23

Here are the Mulliken charges for atoms 1 to 6, given in e: C 0.166; C 0.115; C -0.813; C -0.184; C -0.694; H 0.211


Among the records above, which one has the highest HOMO?
number 1